# C4H4BeO6

A molecular structure, C4H4BeO6 in a non-equilibrium geometry (the ωB97M-V functional and the def2-TZVPD basis, the Open Molecules 2025 dataset).

```
15
Properties=species:S:1:pos:R:3:forces:R:3
O 2.082402 -0.780922 -0.953152 -1.3 -6.4 -3.3
C 1.059532 -1.280840 -0.486575 -3.4 -1.3 -1.3
C 0.028111 -0.454454 0.217324 -0.1 -0.1 -0.7
O -1.255593 -0.755832 -0.274348 1.5 -2.4 0.4
H 0.133215 -0.778910 1.282158 -0.2 0.8 -0.3
H 0.791820 -2.318787 -0.746810 0.3 0.1 0.1
H 0.259477 0.596807 -0.022452 -0.8 -1.1 0.4
C -2.113444 0.260194 -0.444651 -1.3 2.5 -0.8
O -1.939889 1.215457 -1.150597 0.5 -1.0 0.8
O -3.207277 0.076080 0.270425 -0.4 -0.2 -0.1
H -3.229537 -0.807412 0.664041 0.0 0.1 0.1
O 2.273622 1.473208 -0.278440 1.6 0.4 -0.1
C 1.523022 1.971701 0.603399 -2.2 1.9 3.1
O 0.899946 1.486624 1.525558 2.0 1.2 -0.9
Be 2.694588 0.097087 -0.205879 3.7 5.5 2.7
```
Positions in Å, forces in eV/Å.

Computed properties:
2S+1: 2
LUMO energy (alpha / beta) (eV): -6.982 / -6.974
Energy (Ha): -620.645926
Total charge: +1
E_HOMO (alpha / beta) (eV): -12.87 / -14.90
Energy above the lowest of the compared OMol25 structures with the same formula, charge and spin (eV): 0.000

=====

# CH4FOP

2 unconnected molecules or ions with the total composition CH4FOP in a non-equilibrium geometry (the ωB97M-V functional and the def2-TZVPD basis, the Open Molecules 2025 dataset).

```
8
Properties=species:S:1:pos:R:3:forces:R:3
C -0.456606 -0.066344 -0.421963 0.7 -3.7 2.3
O 0.015095 -1.446740 1.061115 -2.3 2.5 -1.7
F 1.138841 1.496114 0.648340 0.5 -0.3 0.1
P 1.263821 0.323958 -0.478308 0.2 -0.6 2.4
H -1.081496 -0.617791 -1.066054 0.4 -1.4 -1.5
H -1.210347 0.449981 0.058694 -0.6 2.0 1.8
H -0.787897 -1.338233 1.647743 1.3 -0.2 -0.8
H 1.118589 1.199056 -1.449567 -0.2 1.7 -2.5
```
Positions in Å, forces in eV/Å.

Computed properties:
2S+1: 1
LUMO energy (alpha / beta) (eV): -0.344 / -0.344
Energy (Ha): -556.847287
E_HOMO (alpha / beta) (eV): -10.07 / -10.07
Energy above the lowest of the compared OMol25 structures with the same formula, charge and spin (eV): 4.034

=====

# C17H24N2O4

A single C17H24N2O4 molecule in a non-equilibrium geometry (the ωB97M-V functional and the def2-TZVPD basis, the Open Molecules 2025 dataset).

```
47
Properties=species:S:1:pos:R:3:forces:R:3
C 0.884285 1.445947 -2.661698 -2.6 1.1 0.1
C -0.254767 0.395165 -2.479365 1.8 0.8 0.1
C -1.323234 0.406394 -3.379346 -0.8 -1.1 1.7
C -2.389099 -0.516374 -3.242015 1.9 0.5 -1.6
C -2.276785 -1.623510 -2.398038 1.8 1.1 0.4
N -3.118802 -2.759338 -2.623909 -3.8 -1.0 0.5
O -2.982868 -3.794777 -1.925513 0.1 2.3 -2.0
O -4.122445 -2.557797 -3.416692 3.2 -1.0 2.1
C -1.161917 -1.585924 -1.488749 -0.8 -0.5 -0.8
C -0.180297 -0.570577 -1.486790 -1.2 -0.4 -1.8
C 0.835881 -0.826546 -0.433586 -4.2 1.5 3.2
N 0.646066 0.289336 0.608063 0.4 0.5 0.0
C -0.726464 0.834524 1.065914 0.6 -4.5 -1.2
C -0.683043 1.761774 2.249040 0.3 -0.3 -0.3
C -1.965450 2.712843 2.165770 2.5 0.1 1.6
O 0.536479 2.577626 2.363376 -2.6 0.2 0.9
C 1.691338 2.134416 1.765334 2.1 0.2 -0.5
C 2.961851 2.698411 2.512406 -1.9 1.4 -2.6
C 1.756118 0.600447 1.538419 -2.4 1.5 -0.3
C 0.258856 -2.211197 0.045284 3.3 -1.5 2.1
C 1.255289 -3.286422 -0.323831 -1.8 -1.2 -1.7
C 0.069464 -2.539405 1.522988 0.2 -1.4 -1.1
O -0.897514 -2.567108 -0.614423 -2.1 0.9 -1.0
H 1.439961 1.292684 -3.555516 0.7 -0.6 -0.6
H 1.513970 1.701646 -1.811942 -0.1 -0.6 0.1
H 0.326299 2.388191 -2.916213 0.5 -0.5 0.4
H -1.300056 1.131026 -4.153812 -0.4 0.5 -0.6
H -3.093350 -0.476887 -4.058674 -0.5 -0.3 0.4
H 1.857026 -0.831130 -0.699650 1.1 -0.1 -0.4
H -1.322293 -0.126677 1.487070 0.8 2.1 -1.0
H -1.280058 1.154095 0.165106 0.3 0.3 0.5
H -0.639855 1.040367 3.106133 -0.4 1.2 -0.2
H -2.129962 2.913727 3.268255 -0.4 0.7 -1.6
H -2.865929 2.389956 1.652716 0.1 -0.8 0.3
H -1.584788 3.551681 1.535367 -0.4 -0.1 1.0
H 1.738163 2.599392 0.770701 0.0 -0.3 -0.3
H 3.818009 2.483669 1.920960 0.9 -0.4 -0.5
H 2.973058 3.792013 2.655176 -0.5 -0.3 -0.4
H 3.058174 2.332601 3.446074 0.4 -1.7 3.2
H 2.694636 0.477977 1.066052 1.0 -0.8 -0.4
H 1.644950 0.074647 2.485966 0.4 -0.2 0.2
H 2.157357 -3.024908 0.095220 2.4 0.3 0.7
H 0.924122 -4.282439 0.032370 0.2 0.6 -0.1
H 1.269935 -3.351997 -1.410876 0.6 0.0 -0.2
H 1.006281 -2.659447 2.040354 0.3 0.3 0.3
H -0.648998 -2.048146 2.070146 -1.3 1.9 1.2
H -0.369593 -3.539947 1.446380 0.2 -0.1 0.3
```
Positions in Å, forces in eV/Å.

Computed properties:
2S+1: 1
LUMO energy (eV): -0.721
Energy (Ha): -1072.434652
SMILES: Cc1ccc([N+](=O)[O-])c2c1[C@@H](N1C[C@H](C)O[C@@H](C)C1)C(C)(C)O2
E_HOMO (eV): -8.22
Energy above the lowest of the compared OMol25 structures with the same formula, charge and spin (eV): 8.056

=====

# C45H58BN9O5

10 unconnected molecules or ions with the total composition C45H58BN9O5 in a non-equilibrium geometry (the ωB97M-V functional and the def2-TZVPD basis, the Open Molecules 2025 dataset).

```
118
Properties=species:S:1:pos:R:3:forces:R:3
C 1.142451 -8.101216 6.710057 0.1 0.2 -0.4
B 0.726286 -6.894657 5.762769 0.2 -1.3 0.8
O 0.665411 -5.636689 6.299687 0.4 0.2 -0.9
C 0.599232 -7.275943 4.246211 -0.2 1.3 -0.5
C 1.227101 -6.712282 3.199488 -0.2 -1.0 0.0
C 2.052465 -5.513274 2.981526 -0.5 0.8 0.7
C 2.920610 -5.018445 4.158628 0.0 0.5 -0.8
C 2.350966 -3.735784 4.757656 -0.7 -0.5 -0.2
C 2.762875 -2.498295 4.003557 0.0 0.6 1.1
O 2.202124 -1.349125 4.666658 -0.2 -0.1 -0.3
C 1.121220 -7.728600 2.108163 1.1 -1.1 0.2
O 1.978800 -7.938405 1.317489 0.0 0.3 -1.1
O 0.131162 -8.664702 2.366638 0.2 1.1 0.6
C -0.303174 -8.284028 3.634078 -0.4 0.7 0.0
O -1.392029 -8.514821 4.025907 -0.8 -1.1 0.5
H 0.416119 -8.274580 7.501531 -0.1 0.1 0.1
H 1.262582 -9.034183 6.172382 0.0 -0.2 -0.1
H 2.105536 -7.900919 7.179375 0.1 0.1 0.2
H 1.461037 -5.530845 6.836587 -0.5 0.1 0.6
H 2.567678 -5.554361 2.034402 0.3 -0.4 -0.1
H 1.302850 -4.729879 2.851763 -0.2 0.2 -0.3
H 3.870900 -4.729919 3.722441 0.5 -0.3 0.2
H 3.093010 -5.789924 4.898337 0.1 -0.2 0.1
H 2.568979 -3.656298 5.819894 0.4 0.3 0.1
H 1.266397 -3.779420 4.696921 -0.3 -0.1 0.1
H 3.842837 -2.389664 4.048318 0.2 0.0 -0.4
H 2.374898 -2.484405 2.991618 0.2 -0.3 -0.4
H 1.736885 -1.715472 5.425496 0.0 0.4 0.1
C -2.973381 -2.904083 3.175005 0.0 0.0 0.1
C -2.378588 -3.112216 1.902439 0.0 -0.1 0.0
C -1.213318 -2.393123 1.874042 0.1 0.0 0.0
N -1.081863 -1.756208 3.078065 0.0 -0.1 0.0
C -2.149305 -2.065447 3.877347 0.1 0.0 0.0
H -3.899810 -3.323036 3.531823 0.0 0.0 0.0
H -2.763989 -3.720120 1.101654 0.0 0.0 0.0
H -0.469421 -2.278961 1.103576 0.0 0.0 0.0
H -0.317646 -1.155371 3.333023 0.0 0.0 0.0
H -2.229913 -1.664075 4.873178 0.0 0.0 0.0
C 0.475430 2.089501 -0.113787 0.1 -0.1 0.0
C -0.450410 2.096972 0.963212 0.0 0.0 0.0
C 0.213675 1.642794 2.068591 0.0 -0.1 0.1
N 1.501279 1.356218 1.703645 0.0 0.0 0.0
C 1.671971 1.629689 0.374897 0.1 0.0 0.0
H 0.283838 2.387944 -1.131963 0.0 0.0 0.0
H -1.482662 2.400734 0.928573 0.0 0.0 0.0
H -0.115488 1.496749 3.083107 0.0 0.0 0.0
H 2.208535 0.999828 2.321451 0.0 0.0 0.1
H 2.622715 1.474143 -0.108610 0.0 0.0 -0.1
C 7.626929 1.345189 -0.821928 0.0 0.0 0.0
C 6.967456 0.299359 -1.522650 0.0 0.0 0.0
C 5.771746 0.078242 -0.895667 -0.1 0.0 0.0
N 5.685123 0.948143 0.159063 0.0 0.0 -0.1
C 6.810449 1.726147 0.207683 0.0 0.0 0.1
H 8.590139 1.769194 -1.049709 0.0 0.0 0.0
H 7.330426 -0.228811 -2.388058 0.0 0.0 0.0
H 4.978964 -0.619313 -1.106322 0.0 0.0 0.0
H 4.915820 1.006029 0.798405 0.0 0.0 0.0
H 6.931610 2.478940 0.967348 0.0 0.0 0.0
C -1.027924 3.149172 -5.963445 0.0 0.1 -0.1
C -1.958323 3.154969 -4.889354 0.0 0.0 0.0
C -1.303279 2.693063 -3.780218 0.1 0.0 0.1
N -0.014246 2.405391 -4.143396 0.0 0.1 0.0
C 0.162440 2.684300 -5.471063 0.0 0.0 0.0
H -1.212761 3.452527 -6.981112 0.0 0.0 0.0
H -2.989434 3.463479 -4.927775 0.0 0.0 0.0
H -1.640625 2.544815 -2.768396 0.0 0.0 0.0
H 0.693433 2.044528 -3.530731 0.0 0.0 0.0
H 1.114694 2.527490 -5.948070 0.0 0.0 0.0
C -6.513544 -5.082939 0.687425 0.0 0.0 0.0
C -7.422644 -5.092631 1.779392 0.0 0.0 0.0
C -6.737748 -5.542189 2.876761 0.0 0.0 0.0
N -5.452532 -5.806575 2.489643 0.0 0.1 0.0
C -5.307356 -5.526062 1.159069 0.1 0.0 0.0
H -6.721698 -4.783980 -0.326037 0.0 0.0 0.0
H -8.459673 -4.802705 1.760645 0.0 0.0 0.0
H -7.052595 -5.696686 3.894404 0.0 0.0 0.0
H -4.726616 -6.154071 3.089369 0.0 0.0 0.0
H -4.361342 -5.667209 0.665434 0.0 0.0 0.0
C -1.319481 7.059663 -10.082486 0.0 0.0 -0.1
C -2.248263 7.063219 -9.006919 -0.1 0.0 0.0
C -1.592810 6.600278 -7.897617 0.0 -0.1 0.1
N -0.306390 6.314589 -8.260750 -0.1 0.1 -0.1
C -0.130743 6.595356 -9.588937 0.1 -0.1 0.0
H -1.503012 7.364115 -11.099512 0.0 0.0 0.0
H -3.280325 7.372897 -9.041998 0.0 0.1 0.1
H -1.928894 6.449524 -6.885978 0.0 0.0 0.0
H 0.400178 5.953354 -7.646246 0.0 0.0 0.0
H 0.821464 6.440371 -10.066101 0.0 0.0 0.0
C 4.353948 -1.586796 9.021149 0.0 0.0 0.0
C 4.037786 -0.618521 8.030073 0.0 0.0 0.0
C 2.685005 -0.666383 7.831093 -0.1 0.0 0.0
N 2.171054 -1.628082 8.660719 0.0 0.0 0.0
C 3.182249 -2.190695 9.392382 0.0 -0.1 0.0
H 5.329763 -1.811909 9.417209 0.0 0.0 0.0
H 4.725091 0.037246 7.523040 0.0 0.0 0.0
H 2.044615 -0.102713 7.174658 0.0 0.1 0.0
H 1.202080 -1.880862 8.724100 0.0 0.0 0.1
H 2.981248 -2.967363 10.110183 0.0 0.0 0.0
C 1.836818 7.367523 -0.399012 0.0 0.0 0.0
C 1.131334 7.138545 -1.610358 0.0 0.0 0.0
C 0.961835 5.784584 -1.733307 0.0 -0.1 0.0
N 1.539618 5.188793 -0.646324 0.0 0.0 -0.1
C 2.071372 6.144804 0.172850 0.0 0.0 0.0
H 2.135915 8.319713 0.006014 0.0 0.0 0.0
H 0.787195 7.881963 -2.309689 0.0 0.0 0.0
H 0.480873 5.196573 -2.498315 0.0 0.0 0.0
H 1.567029 4.197204 -0.477880 -0.1 0.1 0.1
H 2.568956 5.874531 1.088472 0.0 0.0 0.0
C -7.141663 7.510005 -11.945884 0.0 0.0 0.0
C -7.519806 6.154383 -11.752021 0.0 0.0 0.0
C -6.479084 5.527300 -11.120606 0.0 0.0 0.0
N -5.487534 6.449198 -10.929225 0.0 0.0 0.0
C -5.884217 7.660414 -11.425176 0.1 0.0 0.0
H -7.726075 8.284909 -12.412736 0.0 0.0 0.0
H -8.449006 5.693617 -12.042289 0.0 0.0 0.0
H -6.358885 4.509076 -10.793084 0.0 0.0 0.0
H -4.603096 6.265067 -10.491339 0.0 0.0 0.0
H -5.239884 8.520909 -11.365713 0.0 0.0 0.0
```
Positions in Å, forces in eV/Å.

Computed properties:
2S+1: 1
LUMO energy (eV): -0.888
Energy (Ha): -2643.332092
SMILES: CB(O)C1=C(CCCCO)C(=O)OC1=O.c1cc[nH]c1.c1cc[nH]c1.c1cc[nH]c1.c1cc[nH]c1.c1cc[nH]c1.c1cc[nH]c1.c1cc[nH]c1.c1cc[nH]c1.c1cc[nH]c1
E_HOMO (eV): -8.09
Energy above the lowest of the compared OMol25 structures with the same formula, charge and spin (eV): 0.000

=====

# C19H14CoN7O4SbSe4

A molecular structure, C19H14CoN7O4SbSe4 in a non-equilibrium geometry (the ωB97M-V functional and the def2-TZVPD basis, the Open Molecules 2025 dataset).

```
50
Properties=species:S:1:pos:R:3:forces:R:3
Co 0.457171 0.264540 0.127793 0.5 0.0 -0.2
N -3.616500 -1.767544 -0.447849 0.0 0.0 0.0
C -2.482071 -1.622100 0.250611 0.0 0.0 -0.2
N -1.966562 -0.484913 0.618082 -0.3 0.0 0.3
C -2.605747 0.666549 0.216605 0.1 0.0 0.0
N -2.054598 1.830900 0.420338 0.1 0.1 -0.1
N -0.766013 1.653309 0.821249 -0.2 -0.1 0.0
C -0.298463 2.382074 1.757709 0.0 0.0 0.0
C 0.958850 1.918849 2.338851 0.0 0.0 0.0
C 1.695937 2.635392 3.268631 0.0 0.0 0.0
C 2.824957 2.050144 3.815806 0.0 0.0 0.0
C 3.171915 0.765553 3.432722 0.0 0.0 0.0
C 2.386913 0.118598 2.490521 0.0 0.0 0.0
N 1.308283 0.677156 1.955267 0.0 0.0 -0.1
C -3.908638 0.596666 -0.427724 0.0 0.1 0.0
C -4.652714 1.730569 -0.770419 0.0 0.0 0.0
C -5.826426 1.597012 -1.475139 0.0 0.0 0.0
C -6.263986 0.325562 -1.869081 0.0 0.0 0.0
C -5.541981 -0.798819 -1.546558 0.0 0.0 0.0
C -4.362621 -0.661286 -0.807864 0.0 0.0 0.0
H -3.675368 -2.590846 -1.066462 0.0 0.0 0.0
H -1.926645 -2.537423 0.431089 0.0 0.0 0.1
H -0.880248 3.185733 2.198944 0.0 0.0 0.0
H 1.393649 3.639629 3.533608 0.0 0.0 0.0
H 3.432344 2.593618 4.528360 0.0 0.0 0.0
H 4.045483 0.271306 3.833066 0.0 0.0 0.0
H 2.634092 -0.874687 2.138225 0.0 0.0 0.0
H -4.267789 2.700672 -0.487193 0.0 0.0 0.0
H -6.398530 2.474281 -1.749956 0.0 0.0 0.0
H -7.170482 0.225887 -2.453320 0.0 0.0 0.0
H -5.843635 -1.782245 -1.879629 0.0 0.0 0.0
O 6.080393 0.343481 -0.889586 0.8 -1.2 -0.1
C 5.662263 -0.910150 -0.918103 0.3 0.4 -0.1
O 6.422753 -1.847805 -1.047642 0.0 -0.2 0.0
C 4.205069 -1.108843 -0.757293 0.1 -0.2 0.0
C 3.562272 -2.335244 -0.756285 -0.1 0.1 0.1
N 2.271177 -2.115584 -0.495673 0.1 0.1 -0.1
N 2.025586 -0.810369 -0.363767 -0.1 -0.2 0.0
C 3.179962 -0.178463 -0.528560 0.0 0.1 0.0
C 3.179684 1.320013 -0.462794 -0.3 0.0 0.0
O 4.295540 1.894300 -0.544696 -0.7 0.6 0.2
O 2.057257 1.846634 -0.317012 0.1 0.1 0.0
H 5.299957 0.987643 -0.737860 -0.2 0.5 0.0
H 3.945395 -3.324691 -0.934003 0.0 0.0 0.0
H 1.468138 -2.801012 -0.553591 0.0 0.0 0.1
Se 0.938559 -2.847367 -4.578933 0.0 0.0 0.0
Sb -0.687363 -2.464697 -2.828778 0.1 0.0 0.1
Se -0.403241 0.006558 -2.133402 -0.2 0.0 0.0
Se -3.036519 -2.843563 -3.468210 -0.1 0.0 0.0
Se -0.267458 -3.994978 -0.880098 -0.1 0.1 0.0
```
Positions in Å, forces in eV/Å.

Computed properties:
2S+1: 2
LUMO energy (alpha / beta) (eV): 3.439 / 3.469
Energy (Ha): -12645.692450
Total charge: -2
E_HOMO (alpha / beta) (eV): -1.47 / -1.47
Energy above the lowest of the compared OMol25 structures with the same formula, charge and spin (eV): 0.798

=====

# C2H2FO3S

2 unconnected molecules or ions with the total composition C2H2FO3S in a non-equilibrium geometry (the ωB97M-V functional and the def2-TZVPD basis, the Open Molecules 2025 dataset).

```
9
Properties=species:S:1:pos:R:3:forces:R:3
C -2.008323 -0.216235 -0.183854 -0.4 -0.2 -0.4
C 0.452525 0.567607 0.307294 -2.1 1.7 0.9
O 2.401586 -1.139931 0.783814 -0.6 2.6 -1.4
O -2.790830 0.053330 -1.039634 0.8 1.1 -0.8
O 2.177299 -0.157215 -1.528400 0.1 0.6 0.6
F -2.629284 -1.182658 0.648443 0.6 -0.7 1.3
S 1.978093 0.051131 -0.082865 1.2 -4.0 0.4
H 0.320780 0.602845 1.438399 0.0 0.1 -1.8
H 0.098155 1.421125 -0.343196 0.5 -1.1 1.0
```
Positions in Å, forces in eV/Å.

Computed properties:
2S+1: 1
LUMO energy (alpha / beta) (eV): 2.573 / 2.546
Energy (Ha): -801.114430
Total charge: -1
E_HOMO (alpha / beta) (eV): -4.17 / -4.09
Energy above the lowest of the compared OMol25 structures with the same formula, charge and spin (eV): 3.440